Entry 1:
The following is a quantum chemistry calculation of a single C11H7N7O4S2 molecule at a distorted geometry, from the Open Molecules 2025 dataset.

Geometry as XYZ:
```
31
Properties=species:S:1:pos:R:3
O 2.4508 1.5553 3.1771
C 1.8389 1.1256 2.2535
N 0.4631 1.2976 2.1958
N -0.2603 0.7626 1.1238
C -1.4872 0.5905 1.0831
C -2.5645 0.8108 2.1088
O -2.4433 1.2575 3.2317
N -3.7022 0.4003 1.4103
C -3.4011 -0.1912 0.1836
C -4.2508 -0.6777 -0.7601
C -3.6512 -1.1611 -1.9624
C -2.2948 -1.0036 -2.2079
N -1.7439 -1.7180 -3.3409
O -2.4560 -2.1134 -4.2239
O -0.4939 -1.9203 -3.3799
C -1.4704 -0.4219 -1.2558
C -2.0392 0.0640 -0.1091
N 2.3574 0.5950 1.1574
C 3.5671 0.2151 0.6777
N 3.6822 -0.1840 -0.6035
N 4.9813 -0.0916 -1.0700
C 5.8473 0.2154 -0.0718
S 7.5211 0.4117 -0.3226
S 5.1690 0.4415 1.4579
H 0.0013 1.7551 2.9901
H -4.5266 0.2124 1.9803
H -5.3043 -0.6936 -0.6656
H -4.3165 -1.7211 -2.5983
H -0.4047 -0.3840 -1.2839
H 1.6488 0.3464 0.4530
H 7.2829 0.2246 -1.6284
```

For the highest occupied orbital energy, the calculation gives -8.5 eV. As for the SMILES: O=C(N/N=C1\C(=O)Nc2ccc([N+](=O)[O-])cc21)Nc1nnc(S)s1. Its energy relative to the best compared isomer or geometry (same formula, charge and spin) is 62.9 kJ/mol. The gap between HOMO and LUMO is 7.152 eV.

These are the natural (NBO) partial charges, in e, on atoms 1 to 2:
1 O -0.5957
2 C 0.7791



Entry 2:
The following is a quantum chemistry calculation of a molecular structure, C14H12BCl7F2N2OSn at a distorted geometry, from the Open Molecules 2025 dataset.

Geometry as XYZ:
```
40
Properties=species:S:1:pos:R:3
Sn 1.0805 -0.5197 0.4737
Cl 3.1790 -3.6050 -0.4891
C 2.9095 -3.2952 1.2325
C 2.0693 -2.2554 1.5959
C 1.8667 -2.1368 2.9690
Cl 0.8110 -0.8858 3.5264
C 2.4495 -2.9847 3.9140
Cl 2.1102 -2.8105 5.5675
C 3.3347 -3.9832 3.4832
Cl 4.0956 -5.0008 4.6075
C 3.5816 -4.1367 2.1165
Cl 4.7137 -5.2979 1.5759
Cl 0.2346 -4.1269 -0.6875
C 1.7955 -4.7772 -1.0077
Cl 3.2771 -7.5358 0.3901
H 2.0021 -4.8657 -2.0710
H 2.0018 -5.6798 -0.4386
O 0.0849 3.2666 2.7380
C 0.2484 2.1949 2.4512
F 2.0296 -1.6916 -2.4003
B 1.1569 -0.8832 -1.8382
F 0.3223 -0.2213 -2.5920
N -0.6487 0.8821 -0.1050
C -1.5463 1.5430 -0.4542
N -2.5312 2.2669 -0.8368
C -3.0056 2.2481 -2.2459
C -2.9559 3.6725 -2.8232
C -1.9557 4.5358 -2.0589
C -2.3833 4.7195 -0.5978
C -2.9922 3.4273 -0.0356
H -4.0199 1.8493 -2.2351
H -2.3723 1.5571 -2.8002
H -3.9482 4.1244 -2.7785
H -2.6876 3.6131 -3.8769
H -1.8537 5.5081 -2.5375
H -0.9668 4.0688 -2.1046
H -3.1336 5.5071 -0.5229
H -1.5327 5.0351 0.0067
H -4.0787 3.4219 -0.1186
H -2.7422 3.2518 1.0085
```

For the highest occupied orbital energy (alpha / beta), the calculation gives -15.3 / -14.7 eV. Its energy relative to the best compared isomer or geometry (same formula, charge and spin) is 496.4 kJ/mol. Its total charge is +2. The gap between HOMO and LUMO (alpha / beta) is 6.916 / 5.914 eV.

These are the natural (NBO) partial charges, in e, on atoms 1 to 2:
1 Sn 1.2862
2 Cl 0.5091



Entry 3:
The following is a quantum chemistry calculation of a molecular structure, CH5OPS at a distorted geometry, from the Open Molecules 2025 dataset.

Geometry as XYZ:
```
9
Properties=species:S:1:pos:R:3
C -0.1862 -0.6510 0.9931
O -0.6828 2.4363 -0.7114
P -0.0274 1.4623 -1.5834
S -0.5551 -1.0699 -0.7373
H -0.7276 0.2675 1.2111
H 0.8765 -0.4806 1.1218
H -0.5360 -1.4528 1.6367
H 1.2409 1.1578 -0.8948
H 0.5977 -1.6695 -1.0357
```

For the highest occupied orbital energy, the calculation gives -8.7 eV. Its energy relative to the best compared isomer or geometry (same formula, charge and spin) is 149.4 kJ/mol. The gap between HOMO and LUMO is 9.039 eV.

These are the natural (NBO) partial charges, in e, on atoms 1 to 2:
1 C -0.7301
2 O -1.0480



Entry 4:
The following is a quantum chemistry calculation of 12 unconnected molecules or ions with the total composition BF4H22O11 at a distorted geometry, from the Open Molecules 2025 dataset.

Geometry as XYZ:
```
38
Properties=species:S:1:pos:R:3
B -0.3331 -0.0335 -0.3727
F 1.0400 0.2305 -0.4395
F -0.6116 -0.4072 0.9535
F -1.0895 1.0028 -0.7627
F -0.6434 -1.1717 -1.1518
O -0.7037 4.1321 -1.1231
H -1.2047 3.9124 -0.3377
H -0.2219 4.9247 -0.8866
O -1.6593 -2.7929 3.0205
H -0.9173 -2.2159 2.8394
H -1.3233 -3.6743 2.8579
O 2.5708 2.1348 0.8123
H 2.1561 2.2242 -0.0458
H 3.4959 1.9853 0.6173
O -3.2447 -0.2914 2.5179
H -3.1601 -1.2446 2.5368
H -3.0891 -0.0547 1.6035
O -0.0161 1.9944 2.0981
H 0.8548 2.2015 1.7593
H -0.2495 1.1697 1.6720
O -2.3000 2.5429 -2.8150
H -2.1129 1.7309 -2.3438
H -1.7606 3.2028 -2.3793
O 2.7807 -0.4393 1.7109
H 3.2657 -0.1104 2.4678
H 2.4217 0.3454 1.2966
O 0.7184 0.3283 -3.5678
H -0.0169 0.5223 -4.1492
H 0.3308 0.2965 -2.6931
O 3.5820 -0.5638 -1.4814
H 3.0967 -0.3312 -0.6898
H 2.9640 -1.0802 -1.9987
O -1.7671 -4.0796 -1.3790
H -2.0137 -4.7497 -0.7415
H -1.1840 -3.4930 -0.8972
O 0.0574 -3.0731 0.3499
H -0.2011 -2.2335 -0.0303
H 0.4888 -2.8415 1.1724
```

For the highest occupied orbital energy, the calculation gives -8.0 eV. Its energy relative to the best compared isomer or geometry (same formula, charge and spin) is 83.4 kJ/mol. Its total charge is -1. The gap between HOMO and LUMO is 10.525 eV.

These are the natural (NBO) partial charges, in e, on atoms 1 to 2:
1 B 1.3141
2 F -0.5802